Entry 1:
The following is a quantum chemistry calculation of a cluster of 2 separate species, C3H9NO in total, from the Open Molecules 2025 dataset.

Geometry as XYZ:
```
14
Properties=species:S:1:pos:R:3:lowdin_charge:R:1
C 2.938 1.658 0.819 -0.14
N 3.239 1.616 -0.425 0.00
H 3.186 2.550 1.380 0.06
H 2.783 0.718 1.352 0.06
H 3.530 0.662 -0.648 0.03
C -2.182 -1.434 -0.856 -0.09
C -1.443 -0.703 0.270 -0.32
O -1.611 0.711 0.184 -0.09
H -2.181 -0.870 -1.791 0.07
H -1.874 -2.443 -1.150 0.07
H -3.149 -1.659 -0.390 0.07
H -0.366 -0.818 0.490 0.11
H -1.913 -1.104 1.161 0.10
H -0.957 1.116 -0.395 0.08
```

**Charge**: 0
**E_HOMO**: -0.37106 hartree
**Molecular weight**: 75.111 g/mol
**Gap between HOMO and LUMO**: 10.916 eV
**SMILES**: C=N.CCO
**Energy relative to the best compared isomer or geometry (same formula, charge and spin)**: 62.1 kcal per mole
**DFT total energy**: -249.61471 a.u.
**LUMO**: 0.8 eV

Entry 2:
The following is a quantum chemistry calculation of a cluster of 2 separate species, C3H9NO in total, from the Open Molecules 2025 dataset.

Geometry as XYZ:
```
14
Properties=species:S:1:pos:R:3:lowdin_charge:R:1
C -3.406 0.816 -0.342 -0.05
C -2.713 0.024 0.600 -0.25
N -1.515 -0.669 0.308 -0.11
C -0.847 -1.530 1.408 -0.09
H -2.866 1.402 -1.078 0.02
H -4.493 0.746 -0.173 0.03
H -3.104 -0.260 1.676 0.13
H -1.008 -0.222 -0.454 0.11
H -1.531 -2.411 1.628 0.09
H 0.117 -1.908 1.200 0.04
H -0.702 -0.933 2.401 0.09
O 6.648 1.361 -1.699 -0.10
H 6.626 0.857 -2.567 0.06
H 6.178 0.659 -1.200 0.04
```

**Charge**: 0
**E_HOMO**: -0.27917 hartree
**Molecular weight**: 75.111 g/mol
**Gap between HOMO and LUMO**: 8.483 eV
**SMILES**: C=CNC.O
**Energy relative to the best compared isomer or geometry (same formula, charge and spin)**: 66.5 kcal per mole
**DFT total energy**: -249.60770 a.u.
**LUMO**: 0.9 eV